(1)
C4H6S6SbTc | ωB97M-V/def2-TZVPD

Gap between HOMO and LUMO: 0.226 Eh
Charge: +2
Energy relative to the best compared isomer or geometry (same formula, charge and spin): 160.8 kJ/mol
Lowest unoccupied orbital energy: -10.3 eV

```
18
C4H6S6SbTc, DFT ωB97M-V/def2-TZVPD
Tc -0.307 -0.035 0.528
C -3.906 2.037 -0.864
C -2.624 1.680 -0.199
S -1.395 1.066 -1.183
C -2.396 1.934 1.188
C -3.451 2.460 2.093
S -0.843 1.768 1.855
H -3.908 1.749 -1.913
H -4.059 3.120 -0.810
H -4.759 1.564 -0.373
H -4.328 2.805 1.553
H -3.058 3.274 2.707
H -3.766 1.683 2.796
S -0.120 -3.158 4.496
Sb 0.394 -3.654 2.384
S 1.706 -0.488 0.185
S -1.284 -1.822 1.232
S 1.372 -4.461 0.554
```

(2)
C23H15IMoNO2S7 | ωB97M-V/def2-TZVPD

Gap between HOMO and LUMO (alpha / beta): 0.198 / 0.164 Eh
Charge: +2
Energy relative to the best compared isomer or geometry (same formula, charge and spin): 0.0 kJ/mol
Lowest unoccupied orbital energy (alpha / beta): -7.7 / -8.6 eV
2S+1: 2

```
50
C23H15IMoNO2S7, DFT ωB97M-V/def2-TZVPD
Mo 1.815 1.097 0.438
S 3.437 6.362 -4.232
C 3.185 5.107 -3.234
S 3.932 4.962 -1.671
C 3.214 3.488 -1.239
C 2.357 2.917 -2.173
S 1.621 1.383 -1.882
S 2.139 3.772 -3.622
S 3.505 2.712 0.276
I -5.406 3.798 4.663
C -3.733 3.550 3.464
C -2.906 2.446 3.656
C -1.792 2.277 2.856
C -1.501 3.217 1.866
C -2.329 4.326 1.682
C -3.445 4.490 2.478
C -0.340 3.102 0.995
O 0.063 3.832 0.151
O 0.404 1.876 1.223
H -3.133 1.727 4.431
H -1.147 1.423 3.009
H -2.091 5.049 0.914
H -4.090 5.346 2.336
S 4.109 -0.135 2.874
C 3.163 0.357 1.816
N 1.407 -0.876 0.094
S 0.608 -1.535 -1.194
C -1.023 -1.951 -0.607
C -1.494 -1.450 0.596
C -2.798 -1.745 0.972
C -3.603 -2.517 0.149
C -3.117 -2.999 -1.060
C -1.820 -2.714 -1.452
C 1.353 -3.114 -1.453
C 1.113 -4.178 -0.589
C 1.770 -5.374 -0.818
C 2.640 -5.496 -1.896
C 2.864 -4.428 -2.754
C 2.218 -3.221 -2.536
H 1.643 -1.588 0.778
H -0.863 -0.841 1.229
H -3.182 -1.368 1.910
H -4.618 -2.743 0.448
H -3.749 -3.598 -1.701
H -1.436 -3.091 -2.392
H 0.411 -4.082 0.230
H 1.594 -6.217 -0.164
H 3.140 -6.439 -2.074
H 3.534 -4.537 -3.596
H 2.375 -2.380 -3.200
```

(3)
C4H6N2S2 | ωB97M-V/def2-TZVPD

Gap between HOMO and LUMO: 0.276 Eh
Charge: 0
Energy relative to the best compared isomer or geometry (same formula, charge and spin): 164.9 kJ/mol
Lowest unoccupied orbital energy: -0.9 eV

```
14
C4H6N2S2, DFT ωB97M-V/def2-TZVPD
N 2.828 -0.238 -0.617
C 1.837 -0.514 0.400
C 0.917 -1.753 0.205
N -0.214 -0.811 0.018
C -1.584 -1.027 -0.101
S -2.781 0.065 -0.109
C 0.592 0.296 0.132
S 0.416 1.962 0.111
H 3.789 -0.524 -0.360
H 2.736 0.685 -0.979
H 2.196 -0.446 1.444
H 0.828 -2.352 1.121
H 1.184 -2.375 -0.647
H -1.749 -2.096 -0.223
```

(4)
C4H9NO2 | ωB97M-V/def2-TZVPD

Gap between HOMO and LUMO: 0.395 Eh
Charge: 0
Energy relative to the best compared isomer or geometry (same formula, charge and spin): 189.5 kJ/mol
Lowest unoccupied orbital energy: 1.0 eV

```
16
C4H9NO2, DFT ωB97M-V/def2-TZVPD
C 0.001 -0.783 -2.400
N 0.115 -0.449 -1.004
C 0.436 -1.273 -0.105
O 0.566 -0.908 1.179
C 0.686 0.508 1.432
C -0.634 1.238 1.642
O -1.472 1.344 0.520
H -0.980 -0.446 -2.746
H 0.747 -0.212 -2.967
H 0.118 -1.848 -2.639
H 0.643 -2.343 -0.227
H 1.262 0.562 2.359
H 1.260 0.950 0.612
H -1.161 0.764 2.486
H -0.364 2.258 1.956
H -1.222 0.637 -0.096
```

(5)
C18H17IrN3O9S2 | ωB97M-V/def2-TZVPD

Gap between HOMO and LUMO (alpha / beta): 0.303 / 0.232 Eh
Charge: 0
Energy relative to the best compared isomer or geometry (same formula, charge and spin): 107.9 kJ/mol
Lowest unoccupied orbital energy (alpha / beta): -0.4 / -2.3 eV
2S+1: 2

```
50
C18H17IrN3O9S2, DFT ωB97M-V/def2-TZVPD
Ir -0.303 -0.641 0.263
O -0.269 -2.556 1.263
C -1.011 -3.727 0.859
C -0.753 -4.187 -0.570
N -1.243 -3.285 -1.575
C -0.422 -2.872 -2.675
C 0.387 -1.611 -2.395
O 0.729 -0.817 -3.229
O 0.757 -1.560 -1.111
C -2.630 -2.947 -1.576
C -3.042 -1.620 -0.941
O -4.218 -1.347 -0.879
O -2.123 -0.764 -0.544
H 0.661 -2.771 1.417
H -2.057 -3.461 1.004
H -0.766 -4.527 1.561
H -1.225 -5.181 -0.648
H 0.319 -4.329 -0.715
H -1.028 -2.695 -3.564
H 0.307 -3.650 -2.931
H -3.213 -3.719 -1.065
H -3.023 -2.908 -2.597
O -1.233 0.158 1.790
N -1.821 1.357 1.551
C -2.717 1.761 2.473
C -3.311 2.982 2.357
C -2.969 3.795 1.270
C -2.061 3.353 0.343
C -1.469 2.091 0.483
S -0.306 1.467 -0.623
H -2.893 1.049 3.265
H -4.029 3.296 3.099
H -3.424 4.769 1.155
H -1.781 3.951 -0.511
O 3.820 2.808 3.274
S 2.744 2.793 2.331
O 1.813 3.882 2.304
N 1.890 1.372 2.472
C 1.992 0.686 1.393
O 1.386 -0.478 1.258
C 2.844 1.243 0.308
C 3.141 0.716 -0.935
C 3.961 1.464 -1.773
C 4.471 2.694 -1.371
C 4.172 3.219 -0.116
C 3.352 2.468 0.697
H 2.728 -0.232 -1.252
H 4.200 1.082 -2.757
H 5.107 3.254 -2.044
H 4.561 4.175 0.206
```

(6)
C16H26N3O12V | ωB97M-V/def2-TZVPD

Gap between HOMO and LUMO: 0.163 Eh
Charge: 0
Energy relative to the best compared isomer or geometry (same formula, charge and spin): 603.2 kJ/mol
Lowest unoccupied orbital energy: -3.4 eV

```
58
C16H26N3O12V, DFT ωB97M-V/def2-TZVPD
O -7.860 -15.774 25.527
V -9.010 -14.852 26.076
O -9.647 -14.036 24.843
O -10.277 -14.745 31.060
C -10.233 -15.032 29.782
O -10.741 -14.170 29.082
O -9.348 -15.776 29.365
H -10.449 -13.824 30.847
C -5.369 -11.920 26.964
O -6.569 -12.094 26.999
N -4.703 -10.827 27.296
C -3.302 -10.943 27.051
C -5.314 -9.573 27.744
H -4.742 -12.802 26.759
H -3.216 -10.791 25.975
H -2.913 -11.902 27.393
H -2.672 -10.155 27.464
H -6.305 -9.735 28.168
H -4.796 -9.292 28.662
H -5.171 -8.660 27.166
C -12.720 -17.627 24.531
O -11.740 -17.059 24.952
N -13.040 -17.649 23.231
C -14.416 -17.969 22.884
C -12.305 -17.079 22.136
H -13.498 -18.013 25.207
H -14.997 -17.091 22.601
H -14.868 -18.226 23.842
H -14.518 -18.752 22.133
H -11.287 -16.964 22.507
H -12.195 -17.813 21.338
H -12.774 -16.290 21.548
C -5.989 -11.886 22.314
O -4.934 -11.362 22.709
N -6.057 -12.848 21.356
C -7.336 -13.544 21.049
C -4.795 -13.443 20.817
H -6.933 -11.656 22.833
H -8.171 -13.281 21.698
H -7.073 -14.561 21.339
H -7.658 -13.389 20.019
H -3.910 -13.084 21.341
H -4.827 -14.498 21.091
H -4.777 -13.354 19.730
C -4.821 -19.636 24.972
C -4.755 -20.944 25.447
C -4.524 -22.104 24.578
O -4.506 -23.323 24.898
C -4.184 -21.699 23.196
C -4.217 -20.424 22.734
C -4.577 -19.234 23.567
O -4.765 -18.077 23.301
O -3.905 -20.220 21.439
O -5.080 -21.295 26.675
H -5.059 -18.909 25.734
H -3.980 -22.523 22.529
H -3.872 -19.321 21.105
H -5.099 -22.237 26.859
```

(7)
C4H12 | ωB97M-V/def2-TZVPD

Gap between HOMO and LUMO (alpha / beta): 0.421 / 0.136 Eh
Charge: +1
Energy relative to the best compared isomer or geometry (same formula, charge and spin): 39.5 kJ/mol
Lowest unoccupied orbital energy (alpha / beta): -3.5 / -11.3 eV
2S+1: 2

```
16
C4H12, DFT ωB97M-V/def2-TZVPD
C -2.123 -1.662 -0.568
C -1.461 -1.010 0.626
H -1.437 -1.772 -1.413
H -2.565 -2.624 -0.363
H -2.908 -1.027 -0.990
H -1.875 -1.359 1.565
H -1.503 0.074 0.694
H -0.408 -1.329 0.695
C 2.063 1.534 0.597
C 1.585 1.260 -0.713
H 2.595 2.467 0.742
H 1.288 1.307 1.388
H 2.746 0.675 0.964
H 2.042 1.842 -1.514
H 0.455 1.450 -0.786
H 1.509 0.175 -0.925
```

(8)
C12H13N2O | ωB97M-V/def2-TZVPD

Gap between HOMO and LUMO (alpha / beta): 0.270 / 0.209 Eh
Charge: +1
Energy relative to the best compared isomer or geometry (same formula, charge and spin): 89.5 kJ/mol
Lowest unoccupied orbital energy (alpha / beta): -3.2 / -6.0 eV
2S+1: 3

```
28
C12H13N2O, DFT ωB97M-V/def2-TZVPD
C 4.244 -1.519 -0.161
C 3.664 -2.174 -1.214
C 3.522 -0.717 0.661
C 2.406 -1.873 -1.666
C 2.279 -0.278 0.111
C 1.573 -1.001 -0.969
C -2.365 -0.402 1.813
C -2.870 0.668 1.229
C 0.415 1.311 0.104
C -0.949 -0.553 1.430
C -0.683 0.776 0.724
C -2.143 1.233 -1.041
N 1.670 0.833 0.419
N -1.933 1.437 0.390
O 0.377 -0.764 -1.285
H 5.312 -1.708 0.001
H 4.169 -3.027 -1.719
H 3.954 -0.122 1.488
H 1.883 -2.375 -2.411
H -2.953 -1.056 2.577
H -3.818 1.078 1.461
H 0.474 2.324 -0.390
H -0.204 -0.912 2.136
H -0.895 -1.256 0.556
H -1.839 0.204 -1.410
H -3.214 1.435 -1.325
H -1.635 2.020 -1.609
H -1.970 2.463 0.703
```

(9)
C3H10N4 | ωB97M-V/def2-TZVPD

Gap between HOMO and LUMO: 0.301 Eh
Charge: 0
Energy relative to the best compared isomer or geometry (same formula, charge and spin): 241.8 kJ/mol
Lowest unoccupied orbital energy: 0.8 eV

```
17
C3H10N4, DFT ωB97M-V/def2-TZVPD
C 0.102 0.232 0.699
C -0.489 0.944 -1.153
C 0.328 -0.796 -0.353
N 1.156 0.966 1.164
N -0.921 -0.002 1.561
N -0.797 -1.680 -0.465
N 1.471 -1.202 -0.839
H 2.067 0.788 0.763
H 1.063 1.931 1.450
H -1.788 -0.303 1.130
H -1.027 0.541 2.406
H -0.577 -2.587 -0.073
H -1.082 -1.812 -1.429
H 2.256 -0.611 -0.573
H 0.377 1.552 -1.408
H -0.830 0.459 -2.064
H -1.311 1.580 -0.816
```

(10)
C2H8NO | ωB97M-V/def2-TZVPD

Gap between HOMO and LUMO: 0.413 Eh
Charge: +1
Energy relative to the best compared isomer or geometry (same formula, charge and spin): 99.9 kJ/mol
Lowest unoccupied orbital energy: -5.1 eV

```
12
C2H8NO, DFT ωB97M-V/def2-TZVPD
C 0.288 -1.632 0.108
C -1.311 0.018 -0.785
N -0.179 -0.282 -0.314
H 0.088 -2.321 -0.720
H -0.367 -1.980 0.904
H 1.357 -1.657 0.274
H -1.950 -0.794 -1.130
H -1.725 1.014 -0.664
H 0.342 0.386 0.270
H 1.467 2.684 -0.014
H 1.125 2.347 1.484
O 0.865 2.217 0.587
```

(11)
H24KrO12 | ωB97M-V/def2-TZVPD

Gap between HOMO and LUMO: 0.347 Eh
Charge: 0
Energy relative to the best compared isomer or geometry (same formula, charge and spin): 124.1 kJ/mol
Lowest unoccupied orbital energy: -0.4 eV

```
37
H24KrO12, DFT ωB97M-V/def2-TZVPD
Kr -16.413 -7.361 6.989
O -13.577 -8.704 8.849
H -13.400 -8.416 7.953
H -12.953 -8.214 9.385
O -15.350 -4.680 8.669
H -15.733 -4.273 7.892
H -15.224 -3.956 9.282
O -19.458 -6.365 7.428
H -18.837 -6.356 8.156
H -19.561 -5.444 7.189
O -16.850 -3.953 5.824
H -16.391 -4.014 4.986
H -16.440 -3.211 6.269
O -12.720 -8.418 5.950
H -13.068 -9.260 5.659
H -11.842 -8.376 5.571
O -17.513 -10.259 7.832
H -16.631 -10.580 8.022
H -18.094 -10.945 8.160
O -18.075 -7.900 3.039
H -18.306 -8.542 3.710
H -17.217 -8.182 2.722
O -17.721 -5.333 9.549
H -16.822 -5.144 9.284
H -17.655 -6.136 10.066
O -18.302 -9.732 5.087
H -17.925 -9.511 5.939
H -17.659 -10.316 4.685
O -18.294 -8.256 10.061
H -17.983 -8.686 9.265
H -18.140 -8.897 10.756
O -19.105 -5.462 4.130
H -18.688 -5.694 4.960
H -18.719 -6.062 3.492
O -14.442 -7.155 4.011
H -13.753 -7.426 4.617
H -14.809 -7.975 3.681
```

(12)
C5H10N2O | ωB97M-V/def2-TZVPD

Gap between HOMO and LUMO: 0.368 Eh
Charge: 0
Energy relative to the best compared isomer or geometry (same formula, charge and spin): 627.5 kJ/mol
Lowest unoccupied orbital energy: 0.7 eV

```
18
C5H10N2O, DFT ωB97M-V/def2-TZVPD
C -1.410 1.799 0.551
C -0.652 0.959 -0.554
C 0.697 0.454 -0.621
C 1.773 0.475 0.481
C -1.021 -1.508 -0.032
H -2.506 1.233 0.279
H -1.306 2.902 -0.089
H -0.882 1.991 1.849
H -0.592 1.588 -1.473
H 1.309 0.934 -1.363
H 2.644 1.299 0.514
H 1.447 0.458 1.477
H 3.266 -0.852 0.934
H 3.055 -0.681 -0.677
H -0.136 -2.302 0.235
N 2.467 -0.783 0.198
N -0.387 -0.430 -0.756
O -2.147 -1.394 0.408
```

(13)
CH3PS4 | ωB97M-V/def2-TZVPD

Gap between HOMO and LUMO (alpha / beta): 0.264 / 0.224 Eh
Charge: 0
Energy relative to the best compared isomer or geometry (same formula, charge and spin): 206.8 kJ/mol
Lowest unoccupied orbital energy (alpha / beta): -1.4 / -1.8 eV

```
9
CH3PS4, DFT ωB97M-V/def2-TZVPD
C 0.290 -1.587 -0.127
P 0.312 -0.539 1.447
S -1.468 -1.097 -0.508
S -1.533 -0.302 -2.373
S 0.372 2.823 1.575
S 1.193 1.141 0.604
H 0.907 -1.115 -1.006
H 0.165 -2.644 0.010
H -0.238 3.320 0.379
```

(14)
C47H43N4O4SV | ωB97M-V/def2-TZVPD

Gap between HOMO and LUMO (alpha / beta): 0.263 / 0.286 Eh
Charge: +1
Energy relative to the best compared isomer or geometry (same formula, charge and spin): 127.3 kJ/mol
Lowest unoccupied orbital energy (alpha / beta): -3.5 / -3.1 eV
2S+1: 2

```
100
C47H43N4O4SV, DFT ωB97M-V/def2-TZVPD
V 0.988 0.061 0.566
C -0.516 -2.439 4.657
C -0.163 -1.094 4.092
N 0.922 -0.789 3.503
N 1.916 -1.736 3.443
C 2.965 -1.495 2.659
N 3.936 -2.401 2.596
S 3.119 -0.035 1.771
C -1.155 0.022 4.203
C -2.498 -0.249 4.428
C -3.378 0.818 4.545
C -2.881 2.103 4.451
C -1.519 2.268 4.225
N -0.671 1.259 4.093
H 0.354 -3.024 4.955
H -1.131 -2.327 5.546
H -1.083 -3.020 3.925
H 1.805 -2.647 3.873
H 3.860 -3.309 3.027
H 4.667 -2.259 1.919
H -2.864 -1.263 4.496
H -4.432 0.641 4.714
H -3.523 2.966 4.554
H -1.093 3.261 4.145
C -1.963 3.526 -3.807
C -2.229 2.277 -2.982
C -3.651 1.795 -3.091
O -1.913 2.494 -1.612
C -0.512 2.357 -1.506
C -0.190 1.252 -2.569
O -1.344 1.224 -3.380
C 0.177 -0.216 -2.220
O 1.125 -0.110 -1.099
C -0.963 -1.127 -1.793
C -0.854 -2.500 -2.000
C -1.810 -3.376 -1.512
C -2.896 -2.891 -0.800
C -3.013 -1.526 -0.583
C -2.054 -0.652 -1.074
C 0.962 -0.787 -3.390
C 0.282 -1.141 -4.553
C 0.981 -1.610 -5.652
C 2.364 -1.733 -5.606
C 3.044 -1.371 -4.455
C 2.347 -0.893 -3.351
C -0.077 2.381 -0.025
O -0.385 1.166 0.721
C 1.441 2.636 0.119
C 1.913 2.865 1.414
C 3.240 3.206 1.636
C 4.114 3.312 0.568
C 3.665 3.063 -0.724
C 2.340 2.729 -0.947
C -0.857 3.516 0.635
C -0.365 4.812 0.696
C -1.141 5.833 1.232
C -2.415 5.566 1.707
C -2.917 4.271 1.635
C -2.143 3.256 1.100
H -2.560 4.356 -3.430
H -2.228 3.346 -4.848
H -0.912 3.810 -3.777
H -4.331 2.571 -2.741
H -3.795 0.893 -2.501
H -3.883 1.575 -4.132
H -0.043 3.275 -1.885
H 0.655 1.618 -3.162
H -0.007 -2.901 -2.540
H -1.699 -4.438 -1.687
H -3.645 -3.571 -0.416
H -3.859 -1.132 -0.034
H -2.170 0.404 -0.889
H -0.794 -1.044 -4.596
H 0.443 -1.884 -6.550
H 2.906 -2.106 -6.465
H 4.122 -1.455 -4.412
H 2.886 -0.616 -2.456
H 1.228 2.791 2.251
H 3.585 3.381 2.646
H 5.147 3.585 0.737
H 4.346 3.133 -1.561
H 2.018 2.542 -1.960
H 0.627 5.044 0.328
H -0.744 6.838 1.278
H -3.018 6.361 2.124
H -3.916 4.056 1.991
H -2.536 2.251 1.036
C 0.772 -1.914 0.780
C 1.051 -3.087 0.638
C 1.342 -4.480 0.470
C 1.868 -4.949 -0.734
C 2.156 -6.296 -0.889
C 1.924 -7.186 0.151
C 1.396 -6.727 1.351
C 1.106 -5.382 1.510
H 2.053 -4.250 -1.541
H 2.562 -6.651 -1.826
H 2.148 -8.237 0.026
H 1.202 -7.419 2.159
H 0.668 -5.023 2.434
```

(15)
C5H7N | ωB97M-V/def2-TZVPD

Gap between HOMO and LUMO: 0.333 Eh
Charge: 0
Energy relative to the best compared isomer or geometry (same formula, charge and spin): 639.6 kJ/mol
Lowest unoccupied orbital energy: 0.7 eV

```
13
C5H7N, DFT ωB97M-V/def2-TZVPD
C 0.818 -0.302 1.593
C 0.539 -0.172 0.124
C -0.079 0.994 -0.553
N -1.073 1.570 -0.040
C -0.613 -0.872 -0.426
C 0.321 -1.438 -1.116
H -0.137 -0.256 2.117
H 1.315 -1.259 1.741
H 1.363 0.551 1.990
H 0.111 1.082 -1.635
H -1.087 2.559 -0.283
H -1.416 -1.179 0.234
H 1.351 -1.645 -1.325
```